No. 1
A structure of composition C5H10O in a non-equilibrium geometry. Source: OMol25; level of theory: the ωB97M-V functional and the def2-TZVPD basis.

CARTESIAN COORDINATES (ANGSTROEM)
C (2.03781, -0.29893, -0.22705)
C (0.71575, -0.73325, 0.40202)
C (-0.49405, -0.12710, -0.32270)
C (-1.84180, -0.41980, 0.22524)
C (-0.46926, 1.68231, -0.04663)
O (0.08810, 2.56107, -0.62090)
H (2.12187, 0.79230, -0.25495)
H (2.89300, -0.69051, 0.33242)
H (2.11709, -0.66407, -1.25829)
H (0.68236, -1.83474, 0.44260)
H (0.66610, -0.40142, 1.44778)
H (-0.41056, -0.17491, -1.41623)
H (-2.14733, 0.64845, 0.77414)
H (-2.63353, -0.57781, -0.51336)
H (-1.89216, -1.12080, 1.06183)
H (-1.54761, 1.68844, 0.78555)

Calculated values
DFT total energy in eV: -7392.2607
Lowest unoccupied orbital energy in eV: 1.019
Net charge: 0
Highest occupied orbital energy in eV: -9.23
2S+1: 1
Relative energy (zero: lowest compared OMol25 entry of this formula, charge and spin) in eV: 2.505
HOMO-LUMO gap in eV: 10.3

Mulliken population analysis, charges in e, atoms 1 to 5: -1.153 -0.494 0.060 -1.045 0.154

***

No. 2
A structure of composition C18H21BrN2O in a non-equilibrium geometry. Source: OMol25; level of theory: the ωB97M-V functional and the def2-TZVPD basis.

CARTESIAN COORDINATES (ANGSTROEM)
C (-2.45066, -3.25432, -0.52577)
N (-1.66751, -2.28556, 0.21624)
C (-0.72497, -2.86046, 1.07161)
H (-0.17340, -2.26565, 1.56097)
H (-0.23797, -3.78950, 0.34278)
H (-1.44097, -3.64465, 1.91994)
C (-2.88578, -1.57804, 1.09887)
C (-3.64926, -0.62436, -0.16062)
C (-3.11440, -0.10521, -1.29252)
C (-3.75992, 0.63737, -2.04680)
C (-5.16972, 1.19555, -1.70821)
C (-5.78790, 0.57993, -0.67816)
C (-4.92317, -0.51301, 0.15085)
H (-5.37382, -0.63540, 1.20229)
H (-6.71731, 0.70649, -0.45634)
H (-5.75550, 1.60508, -2.25378)
H (-3.31270, 0.91605, -2.88493)
H (-2.08008, -0.44496, -1.36157)
C (-2.00958, -0.32690, 1.80771)
N (-1.21517, 0.43851, 1.26070)
C (-1.47243, 1.69144, 0.80424)
O (-2.41820, 2.42845, 1.59365)
C (-0.48062, 2.44449, -0.07286)
C (0.79888, 1.71389, -0.01559)
C (1.13502, 0.86110, -1.38806)
C (2.44150, 0.06336, -1.18160)
C (3.32502, 0.18398, -0.22904)
C (3.10536, 1.49663, 0.70219)
C (1.76368, 1.93822, 0.85906)
H (1.67788, 2.68757, 1.56717)
H (3.83682, 1.69348, 1.41134)
Br (4.96878, -0.54984, -0.37707)
H (2.59592, -0.67103, -1.89712)
H (0.37060, 0.31322, -1.91044)
H (-1.01584, 2.20551, -1.09072)
H (-0.33597, 3.58629, 0.17413)
H (-0.49986, -0.09804, 0.38960)
H (-1.60137, -0.92088, 2.95956)
H (-2.89124, 0.27430, 2.30832)
H (-3.57875, -1.95056, 1.65065)
H (-2.97006, -4.07555, 0.14713)
H (-3.34651, -2.67971, -1.02903)
H (-1.86192, -3.81658, -1.19096)

Calculated values
DFT total energy in eV: -94061.2302
Lowest unoccupied orbital energy in eV: -0.808
Net charge: 0
Highest occupied orbital energy in eV: -8.70
2S+1: 1
HOMO-LUMO gap in eV: 7.9

Mulliken population analysis, charges in e, atoms 1 to 5: -1.015 0.139 -1.174 0.537 0.251